{"formula": "H2OTl", "method": "the ωB97M-V functional and the def2-TZVPD basis", "symbols": ["Tl", "O", "H", "H"], "positions_angstrom": [[1.92746, -1.36213, 0.09407], [-0.25851, 0.43266, 0.15611], [-0.50298, 0.84521, -0.75762], [-1.16596, 0.08426, 0.50744]], "relative_energy_kcal_mol": 21.4, "charge": 3, "e_homo_ev": -31.9, "lumo_ev": -25.9}

=====

{"formula": "C3H6O2S2", "method": "the ωB97M-V functional and the def2-TZVPD basis", "symbols": ["C", "C", "C", "O", "O", "S", "S", "H", "H", "H", "H", "H", "H"], "positions_angstrom": [[-0.61875, 0.58229, -0.44257], [0.16159, -0.76052, -0.64502], [-0.70879, 1.06578, 1.00972], [1.73033, -0.86754, 1.51774], [-0.96806, 0.45613, 2.02553], [2.25843, 1.24764, -0.21021], [1.98281, -0.61702, -0.12943], [-0.12895, 1.35042, -1.00377], [-1.54689, 0.54448, -0.92494], [-0.30665, -1.39688, 0.09136], [0.28503, -1.11652, -1.75282], [-0.60031, 2.23700, 0.96826], [1.47974, -0.07136, 1.87364]], "relative_energy_kcal_mol": 58.2, "charge": 0, "e_homo_ev": -9.0, "lumo_ev": 0.5}

=====

{"formula": "C15H46CoN9O7", "method": "the ωB97M-V functional and the def2-TZVPD basis", "symbols": ["Co", "O", "H", "C", "C", "C", "O", "C", "N", "H", "H", "H", "H", "H", "H", "H", "H", "H", "H", "H", "C", "C", "C", "O", "C", "N", "H", "H", "H", "H", "H", "H", "H", "H", "H", "H", "H", "C", "C", "C", "O", "C", "N", "H", "H", "H", "H", "H", "H", "H", "H", "H", "H", "H", "C", "O", "N", "N", "H", "H", "H", "H", "C", "O", "N", "N", "H", "H", "H", "H", "C", "O", "N", "N", "H", "H", "H", "H"], "positions_angstrom": [[16.93531, -11.25794, -24.04717], [15.41363, -11.22175, -25.12986], [14.51076, -10.94387, -25.28825], [11.02977, -8.88084, -28.63523], [10.67524, -10.35070, -28.58646], [11.33269, -11.10323, -29.75400], [10.59160, -10.84256, -30.92251], [11.19061, -11.37574, -32.08412], [11.13662, -10.95124, -27.30371], [12.11100, -8.73379, -28.69184], [10.62511, -8.34043, -27.77958], [10.57794, -8.45129, -29.53101], [9.59698, -10.49723, -28.66863], [11.38431, -12.18920, -29.59779], [12.35846, -10.69747, -29.80657], [11.07316, -12.46358, -32.16595], [12.24822, -11.09546, -32.09640], [10.68078, -10.97003, -32.95683], [12.12999, -10.73592, -27.22454], [11.10568, -11.95275, -27.48446], [19.61888, -13.31105, -21.37120], [18.53868, -12.95512, -22.39071], [17.13079, -13.24995, -21.93471], [16.23859, -12.94039, -23.01848], [14.87225, -13.22598, -22.72238], [18.58406, -11.51121, -22.77918], [19.47388, -12.88341, -20.38024], [20.56327, -12.93289, -21.77530], [19.75918, -14.38995, -21.33046], [18.74865, -13.61222, -23.23881], [16.84332, -12.63199, -21.07539], [17.03364, -14.29885, -21.64987], [14.43434, -13.92748, -23.42700], [14.27984, -12.31464, -22.62962], [14.73322, -13.67285, -21.73056], [19.49966, -11.33823, -23.19875], [18.69635, -10.96601, -21.92124], [11.59743, -11.21740, -23.88246], [10.83181, -10.91968, -22.57381], [9.36570, -10.57137, -22.84909], [9.18775, -9.23221, -23.26065], [9.24215, -9.08625, -24.66061], [11.00249, -12.01739, -21.62777], [12.19867, -12.12535, -23.77765], [12.31404, -10.43837, -24.17172], [10.96853, -11.30247, -24.77328], [11.31331, -10.01822, -22.19050], [8.81747, -10.68571, -21.90763], [8.90487, -11.26210, -23.56602], [8.90944, -8.07445, -24.90321], [8.57233, -9.79615, -25.15574], [10.23779, -9.16137, -25.11140], [10.66249, -12.91929, -21.92370], [10.58036, -11.70759, -20.76212], [18.70161, -12.94004, -26.16456], [17.93590, -12.13130, -25.61835], [18.42862, -14.26088, -26.28874], [19.98192, -12.57284, -26.46869], [19.10109, -14.81748, -26.79032], [17.49721, -14.63715, -26.21754], [20.12248, -11.57654, -26.50412], [20.60396, -13.15149, -27.00641], [15.81496, -8.76311, -27.96290], [16.06018, -7.94299, -28.81859], [15.76339, -10.11640, -28.24694], [15.33137, -8.44110, -26.69996], [16.14527, -10.36614, -29.14015], [15.68771, -10.76259, -27.47930], [15.72616, -7.60975, -26.29526], [15.19567, -9.24750, -26.11164], [13.79890, -13.84609, -27.14483], [13.11909, -14.70083, -27.67298], [15.07599, -13.52687, -27.54592], [13.33337, -13.09226, -26.09909], [15.65033, -12.98540, -26.92054], [15.42597, -13.96537, -28.37628], [12.34354, -13.04235, -25.93608], [13.88998, -12.32869, -25.75217]], "relative_energy_kcal_mol": 37.0, "spin_multiplicity": 4, "s2": 3.7563, "charge": 1, "e_homo_ev": [-10.8, -10.8], "lumo_ev": [-3.3, -4.1]}

=====

{"formula": "C6H7I", "method": "the ωB97M-V functional and the def2-TZVPD basis", "symbols": ["C", "C", "C", "C", "C", "C", "I", "H", "H", "H", "H", "H", "H", "H"], "positions_angstrom": [[-1.75899, -0.24365, 0.46455], [-2.92929, -0.71434, 0.88338], [-1.47538, -0.17133, -1.11527], [0.04376, 0.17731, -0.87266], [-0.12070, 0.61394, 0.57813], [0.86969, 0.15054, 1.56278], [-0.53820, 2.78857, 0.69005], [-1.54650, -1.14362, -1.58562], [-1.82531, 0.76159, -1.62533], [0.57337, -0.67035, -0.98317], [0.33597, 0.78870, -1.68449], [0.78341, 0.64137, 2.45883], [1.81221, 0.16290, 1.17578], [0.81977, -0.85764, 1.73192]], "relative_energy_kcal_mol": 118.7, "charge": 0, "e_homo_ev": -9.5, "lumo_ev": -0.9}

=====

{"formula": "C16H33ClIN4O4S", "method": "the ωB97M-V functional and the def2-TZVPD basis", "symbols": ["C", "C", "C", "Cl", "N", "C", "N", "C", "C", "C", "C", "S", "N", "I", "N", "C", "O", "C", "H", "H", "H", "H", "H", "H", "H", "H", "H", "H", "H", "H", "H", "H", "H", "H", "H", "H", "H", "C", "O", "C", "C", "O", "C", "C", "O", "C", "H", "H", "H", "H", "H", "H", "H", "H", "H", "H", "H", "H", "H", "H"], "positions_angstrom": [[-1.47925, -0.32452, 2.96346], [-0.63653, -0.90985, 1.81926], [0.33436, 0.09988, 1.18685], [0.14822, 0.17544, -0.59121], [1.75231, -0.22217, 1.38792], [2.32488, -0.14300, 2.58123], [1.66061, 0.21266, 3.69773], [2.53915, 0.14683, 4.68557], [2.22711, 0.48037, 6.10220], [2.93571, 1.74568, 6.62827], [2.96913, 2.87985, 5.60837], [3.81106, 4.32751, 6.32611], [3.74083, -0.23804, 4.22835], [5.45183, -0.56387, 5.25337], [3.62044, -0.40873, 2.85841], [4.77860, -0.79217, 2.00897], [4.40906, -0.77234, 0.68596], [4.65742, 0.48104, 0.02543], [-1.04881, 0.60242, 3.34154], [-2.49075, -0.10379, 2.62641], [-1.54470, -1.01963, 3.79821], [-0.05201, -1.76745, 2.15414], [-1.29352, -1.26861, 1.03002], [0.14232, 1.10893, 1.54677], [2.27789, -0.54471, 0.59276], [2.46754, -0.37629, 6.73583], [1.15038, 0.63637, 6.12725], [2.38168, 2.09176, 7.49966], [3.94817, 1.51611, 6.95937], [3.52047, 2.58817, 4.71082], [1.96051, 3.15920, 5.30757], [2.95103, 5.25639, 5.89611], [5.59122, -0.08869, 2.21692], [5.09320, -1.79682, 2.29315], [5.71989, 0.57831, -0.19846], [4.08901, 0.46687, -0.90075], [4.33175, 1.32165, 0.64345], [-6.86850, -1.08072, -5.25968], [-5.52835, -1.51652, -5.28939], [-5.00222, -1.64410, -6.59798], [-3.52854, -1.30947, -6.63750], [-3.23474, 0.07249, -6.51334], [-3.32951, 0.66952, -5.23411], [-2.17692, 0.35204, -4.30762], [-2.25218, -0.97374, -3.81329], [-0.99842, -1.57337, -3.60169], [-7.55263, -1.84282, -5.64940], [-7.12185, -0.88150, -4.21993], [-7.00138, -0.16073, -5.83992], [-5.53980, -0.98970, -7.29364], [-5.12490, -2.68045, -6.94094], [-3.16802, -1.58054, -7.63230], [-2.98125, -1.90671, -5.90494], [-4.28163, 0.44478, -4.74885], [-3.29110, 1.74457, -5.42593], [-2.21454, 1.05588, -3.46366], [-1.23217, 0.50804, -4.84204], [-0.35459, -1.48546, -4.48419], [-1.17147, -2.62879, -3.39645], [-0.48552, -1.12751, -2.74023]], "charge": 1, "e_homo_ev": -10.4, "lumo_ev": -4.6}

=====

{"formula": "C3H6F2NS", "method": "the ωB97M-V functional and the def2-TZVPD basis", "symbols": ["C", "C", "C", "N", "F", "F", "S", "H", "H", "H", "H", "H", "H"], "positions_angstrom": [[1.56268, 1.63453, -1.15830], [2.51959, 0.62324, -1.22599], [-2.39514, -1.54174, 1.26790], [-1.60926, 0.15580, 0.50245], [-0.48461, -0.31223, -0.16129], [-1.06349, 0.76942, 1.58478], [0.52635, 2.72054, -1.07516], [2.87769, 0.49683, -2.25522], [3.38173, 0.86400, -0.59100], [2.09631, -0.32870, -0.88862], [-3.29220, -1.13042, 1.69243], [-2.49922, -2.10356, 0.35910], [-1.62043, -1.84772, 1.94892]], "relative_energy_kcal_mol": 103.3, "charge": 1, "e_homo_ev": -13.1, "lumo_ev": -6.0}

=====

{"formula": "C6H13NO", "method": "the ωB97M-V functional and the def2-TZVPD basis", "symbols": ["C", "C", "C", "C", "C", "N", "C", "H", "H", "H", "H", "H", "H", "H", "H", "H", "H", "H", "H", "H", "O"], "positions_angstrom": [[-0.65583, 3.12054, 0.60313], [0.22544, 1.90956, 0.27570], [-0.13330, 0.45715, 0.86959], [0.68685, -0.39548, 0.01606], [0.89738, -0.38233, -1.34581], [1.37143, -1.46938, -2.03206], [2.01197, -2.32084, -1.38857], [-0.80040, 4.04397, 0.12940], [-1.76311, 2.85911, 0.77654], [-0.29149, 3.51845, 1.51076], [0.16490, 1.75040, -0.76131], [1.24061, 2.14913, 0.58993], [0.27590, 0.23030, 1.95112], [-1.11043, 0.13234, 0.78227], [1.07244, -1.29973, 0.45741], [0.74547, 0.49977, -1.98983], [2.43775, -2.27642, -0.38034], [2.54277, -3.23329, -1.81710], [-2.25809, -3.27399, 0.24524], [-3.72992, -2.89618, 0.59175], [-2.93036, -3.12308, 0.91611]], "relative_energy_kcal_mol": 98.8, "charge": 0, "smiles": "C=N/C=C/CCC.O", "e_homo_ev": -8.7, "lumo_ev": 0.5}

=====

{"formula": "C12H6BeNO5", "method": "the ωB97M-V functional and the def2-TZVPD basis", "symbols": ["O", "C", "Be", "O", "C", "C", "O", "C", "O", "C", "O", "H", "N", "C", "C", "C", "C", "C", "C", "C", "H", "H", "H", "H", "H"], "positions_angstrom": [[1.47160, 1.76248, -4.43324], [1.34738, 1.22026, -3.44917], [0.39020, 0.15532, -0.74062], [-1.45205, 1.90973, -2.03410], [-0.61984, 1.16238, -1.80822], [-1.53972, 0.04722, 1.25408], [-2.06199, 0.24787, 2.25238], [1.04903, -1.20492, 0.08110], [1.36524, -1.79098, 1.04959], [-0.49518, -1.41686, -1.02775], [-1.03268, -2.35860, -1.46462], [1.70533, 0.19153, -1.11311], [0.73599, 1.65703, 0.88478], [0.84438, 1.65243, 2.05458], [0.99178, 1.80146, 3.47093], [0.92016, 0.74044, 4.38751], [1.07081, 0.97539, 5.75908], [1.31242, 2.25669, 6.25959], [1.40635, 3.31412, 5.34268], [1.24008, 3.09157, 3.96817], [0.76271, -0.25381, 3.98744], [1.00001, 0.13252, 6.44446], [1.39887, 2.42858, 7.34184], [1.60598, 4.31999, 5.71964], [1.32364, 3.92626, 3.27048]], "relative_energy_kcal_mol": 11.5, "charge": 1, "e_homo_ev": -12.9, "lumo_ev": -5.4}